C3H14BeF6NO10S2 as an isolated structure in a non-equilibrium geometry. Source: the Open Molecules 2025 dataset; level of theory: the ωB97M-V functional and the def2-TZVPD basis.

Structure (XYZ):
```
37
Properties=species:S:1:pos:R:3:forces:R:3
Be 0.4969 1.3021 0.6329 -0.1 -0.3 -0.1
C -1.8100 -4.4834 1.4286 0.0 -0.9 -0.7
F -1.4597 -3.9986 2.5895 0.1 0.6 0.1
F -0.9218 -5.4005 1.0570 -0.9 0.4 0.2
F -3.0495 -5.0137 1.5355 1.6 1.0 -0.7
S -1.8182 -2.9779 0.0434 -3.7 0.6 0.7
O -2.5949 -3.4371 -1.1002 2.2 0.2 1.2
O -2.4669 -1.8859 0.7704 2.2 -1.0 -0.5
N -0.0609 -2.6207 -0.2767 -4.2 2.1 3.9
S 0.3471 -3.4739 -1.4365 4.2 -3.7 -4.2
O -0.0144 -4.8718 -1.2546 -0.1 1.1 -0.2
O 0.1714 -2.9103 -2.7563 0.0 0.0 1.1
C 2.2574 -3.4783 -1.0259 -1.8 1.0 2.6
F 2.4934 -4.2538 0.0493 -0.5 -0.2 -0.8
F 2.9202 -3.7862 -2.0323 1.6 -2.4 -3.4
F 2.7081 -2.2810 -0.7017 -0.6 1.8 0.8
O 0.4695 5.0026 0.5486 0.1 -0.5 -0.1
H 0.9590 5.4674 1.2274 0.2 0.1 0.2
H -0.1913 5.6305 0.2568 -0.2 0.1 -0.1
O 0.5066 -0.7160 3.8513 0.2 0.2 -0.5
H 0.2634 -0.6126 4.7713 -0.1 0.1 0.3
H 0.0783 -1.5279 3.5797 -0.1 -0.3 -0.1
O -1.4294 3.1069 3.7763 0.2 -0.2 -0.3
H -1.3255 3.4694 4.6561 0.1 0.1 0.3
H -2.3459 3.2724 3.5552 -0.3 0.0 -0.1
O 2.3485 1.7950 -2.8357 -0.2 0.0 0.4
H 2.1252 2.2328 -3.6571 -0.1 0.1 -0.2
H 3.2266 1.4432 -2.9822 0.3 -0.1 0.0
O 4.3485 2.2717 1.3289 -0.4 -0.1 -0.1
H 5.0159 1.9751 1.9477 0.2 -0.2 0.2
H 4.6955 3.0911 0.9763 0.1 0.2 -0.1
C -2.5082 3.0616 -3.3539 1.2 0.9 -0.6
O -2.5605 2.2039 -2.2218 -1.1 0.3 -0.5
H -1.7476 2.6726 -4.0309 0.0 0.2 0.1
H -3.3934 3.2708 -3.9544 -0.6 -1.0 0.3
H -2.2757 4.0760 -3.0298 0.7 0.1 0.1
H -3.4578 2.3846 -1.9324 -0.1 -0.6 0.8
```
Positions in Å, forces in eV/Å.

Summary:
Total charge ... +1
LUMO energy ... -9.8 eV
2S+1 ... 1
Total energy ... -2339.514011 Eh
Highest occupied orbital energy ... -12.864 eV

***

C35H58BeBr4CaCl3F7N4O17S3Si as an isolated structure in a non-equilibrium geometry. Source: the Open Molecules 2025 dataset; level of theory: the ωB97M-V functional and the def2-TZVPD basis.

Structure (XYZ):
```
134
Properties=species:S:1:pos:R:3:forces:R:3
C 1.2331 -6.4803 0.7343 0.3 0.2 -0.1
C 2.4311 -5.4930 0.6205 -1.2 0.4 0.3
C 2.1297 -4.4022 -0.4378 -0.7 -0.4 0.1
C 2.5499 -4.7695 -1.8852 0.8 -0.1 0.5
C 3.6059 -3.8220 -2.5243 -0.9 -1.0 -0.3
C 3.0914 -2.4533 -3.0423 -0.8 -0.1 -0.1
C 1.5591 -2.3930 -3.3662 0.8 -0.4 -0.1
N 0.7074 -2.2177 -2.1658 -0.2 1.2 -1.0
C -0.5960 -1.5878 -2.6440 -0.9 0.0 0.9
C -1.7877 -1.8792 -1.7184 -0.8 0.9 -0.3
C -2.6024 -0.5685 -1.4564 -0.4 -0.3 0.2
C -3.4222 -0.6134 -0.1428 0.4 -0.4 0.0
C -2.7624 0.2033 0.9891 -0.8 0.3 -0.1
C -2.5670 1.7292 0.6593 0.9 -0.8 -0.3
C -1.0587 2.1360 0.4713 -0.4 -0.6 0.7
C -0.5953 3.2256 1.4777 0.6 -0.4 -0.8
Si 1.2763 3.3293 1.7328 -0.6 0.5 0.4
C 2.2420 2.8563 0.1159 0.2 0.2 -0.4
C 1.8698 5.0830 2.1335 0.4 -0.9 -1.0
C 1.8650 2.0519 3.0028 0.5 -0.3 0.5
C 3.2032 2.0399 3.4568 -0.4 -0.6 0.2
C 3.6579 1.0674 4.3649 -0.2 0.0 -0.1
C 2.8030 0.0718 4.8586 -0.4 0.5 -0.5
C 1.4599 0.0925 4.4474 0.3 0.2 -0.2
C 1.0109 1.0618 3.5444 0.3 0.3 -0.3
C 1.2509 -1.2332 -1.3462 -0.7 -0.9 -0.9
N 0.8443 -1.1845 -0.1222 0.9 0.6 0.3
N 1.3726 -0.2422 0.7743 -0.5 -0.1 0.5
N 2.2199 -0.3756 -1.8736 0.2 -0.1 1.0
C 3.4061 -1.2009 -2.1991 1.2 0.1 0.5
F 4.1843 -0.3432 -2.9719 -0.7 0.1 -0.1
C 4.1574 -1.3843 -0.8551 0.5 -0.2 0.1
S 4.8117 0.3495 -0.4190 2.3 0.4 1.9
O 4.8095 0.4608 1.0326 -1.3 -0.3 -0.3
O 6.2080 0.6435 -0.9089 -3.2 3.0 0.4
H 1.5626 -7.4384 1.1524 -0.2 0.1 -0.2
H 0.7404 -6.6190 -0.2390 0.3 -0.3 0.2
H 0.4532 -6.0760 1.3961 0.3 0.0 -0.1
H 2.4693 -4.9805 1.5954 0.5 -0.3 -0.2
H 3.3820 -6.0034 0.4439 -0.2 0.1 0.0
H 2.5345 -3.4491 -0.0694 0.2 -0.2 -0.4
H 1.0323 -4.2785 -0.4478 0.3 0.2 0.2
H 1.6915 -4.9587 -2.5423 0.1 0.3 0.2
H 3.0552 -5.7478 -1.8157 -0.1 0.2 -0.1
H 3.9733 -4.3683 -3.4066 0.0 0.3 0.2
H 4.4553 -3.7838 -1.8355 -0.1 0.4 -0.2
H 3.5534 -2.2969 -4.0269 0.1 0.2 0.4
H 1.2281 -3.3089 -3.8682 0.1 0.2 0.1
H 1.3966 -1.5617 -4.0722 0.0 -0.2 0.1
H -0.8163 -1.8830 -3.6721 0.3 -0.2 0.2
H -0.4848 -0.4845 -2.6353 0.2 -0.3 -0.4
H -2.4712 -2.5829 -2.2042 0.3 -0.2 0.3
H -1.5138 -2.3216 -0.7498 0.1 0.0 -0.3
H -1.9316 0.3057 -1.4387 -0.1 -0.2 0.0
H -3.3285 -0.3967 -2.2641 0.5 0.0 -0.1
H -4.4637 -0.3169 -0.3199 0.3 0.2 0.1
H -3.4764 -1.6711 0.1667 -0.1 0.3 0.0
H -3.4242 0.1323 1.8655 0.3 -0.1 -0.1
H -1.8168 -0.3003 1.2618 0.0 0.3 0.0
H -3.0806 1.9378 -0.2856 -0.3 0.2 0.5
H -2.9893 2.3065 1.4853 -0.1 0.1 -0.4
H -0.4794 1.2212 0.6737 -0.1 0.3 -0.3
H -0.8740 2.3957 -0.5802 0.0 0.3 0.3
H -0.9128 4.2134 1.1088 -0.2 -0.2 0.4
H -1.0261 2.9706 2.4563 0.0 0.4 -0.1
H 1.5866 2.7767 -0.7629 0.1 -0.1 0.2
H 2.9683 3.6689 -0.1103 -1.5 -0.6 1.1
H 2.8376 1.9500 0.2636 -0.4 0.2 0.1
H 1.5951 5.7176 1.2707 -0.3 0.1 0.5
H 1.4834 5.4714 3.0767 0.2 0.1 -0.2
H 2.9788 5.0432 2.1264 -0.2 0.1 0.5
H 3.9333 2.7677 3.1001 -0.2 -0.1 0.0
H 4.7010 1.0970 4.6765 -0.2 -0.1 0.0
H 3.1503 -0.7032 5.5425 -0.2 0.6 -0.4
H 0.7544 -0.6531 4.8077 0.2 0.1 0.0
H -0.0313 1.0479 3.2123 0.1 0.0 0.3
H 0.1322 -1.8335 0.1997 0.2 -0.2 -0.2
H 0.7043 -0.1787 1.5420 0.1 0.3 -0.1
H 2.2261 -0.5877 1.2176 0.1 -0.2 -0.2
H 1.8850 0.1252 -2.6949 -0.2 -0.3 -0.1
H 3.5193 -1.6472 -0.0008 -0.1 0.3 -0.3
H 5.1167 -2.0579 -0.9003 -2.4 1.0 0.3
H 3.9220 1.2786 -0.9051 0.5 -0.8 -0.4
Br 6.6481 -1.2539 -1.8001 4.0 -3.2 -2.6
Ca 4.3472 4.4402 -1.0818 0.8 0.4 -0.5
O -1.3689 7.8995 -1.0217 0.4 -0.3 0.1
Cl -0.6269 6.9333 -0.2719 -1.2 0.8 -0.1
O 0.7100 6.8107 -0.8291 1.0 -0.5 -0.2
O -1.2850 5.6463 -0.3308 0.3 -0.3 0.0
O -0.5189 7.3562 1.1033 0.2 -0.2 0.2
C -5.4511 -6.2089 -3.1408 0.3 -0.8 1.8
F -5.8472 -6.5664 -4.4280 -0.5 0.1 -0.4
F -6.5324 -6.2548 -2.3673 -0.2 0.3 -0.5
F -4.6355 -7.1419 -2.6925 0.2 0.2 -0.6
S -4.7154 -4.5477 -3.2254 2.5 0.9 0.8
O -5.8260 -3.7577 -3.7687 -1.6 -1.1 -1.2
O -3.5959 -4.6839 -4.1202 -0.5 -0.3 -0.2
O -4.3542 -4.2164 -1.8749 -0.7 -0.2 -0.1
C 0.7714 8.9829 4.1001 -1.0 -0.8 0.7
C 1.6769 9.9859 3.3323 1.2 1.2 -1.1
O 1.3793 11.1771 3.4862 -0.4 -0.3 0.4
O 2.5813 9.4533 2.6690 -0.3 -0.5 0.4
H -0.0004 9.4986 4.6651 0.1 0.2 -0.1
H 0.2963 8.3109 3.3843 0.2 0.1 -0.2
H 1.3842 8.4028 4.7893 0.2 0.1 -0.1
C -6.1257 -0.6905 -3.9395 0.2 -0.1 0.1
C -7.1980 -0.4665 -4.9758 0.0 -0.1 -0.3
O -8.1575 0.3171 -4.2652 0.3 -0.1 0.1
C -7.5088 0.9485 -3.2479 -0.1 0.3 0.2
O -7.9832 1.7968 -2.5733 0.0 -0.1 0.0
O -6.2419 0.4695 -3.1098 -0.1 -0.1 -0.2
H -5.1292 -0.7582 -4.3730 0.0 0.1 0.1
H -6.3083 -1.5757 -3.3341 0.0 0.0 0.0
H -6.8398 0.1059 -5.8347 0.0 0.0 0.0
H -7.6398 -1.3955 -5.3302 -0.2 0.1 0.1
Be -6.9896 -5.1647 -5.0057 0.6 0.9 0.4
C -5.1943 4.7086 -1.9457 -0.3 -0.4 0.0
F -5.5874 4.2391 -3.1387 0.1 0.2 -0.1
F -6.2134 4.5329 -1.0992 0.1 0.2 0.0
F -4.1922 3.9190 -1.5242 0.2 0.1 0.0
S -4.6811 6.4769 -2.0421 0.5 1.1 0.1
O -5.8546 7.1811 -2.5068 -0.3 -0.4 0.0
O -3.5861 6.4995 -2.9871 -0.1 -0.5 -0.1
O -4.2912 6.8341 -0.6953 -0.2 -0.5 0.1
C 5.5568 -6.7777 3.1938 0.0 0.0 0.0
Br 5.3835 -5.0355 4.0037 0.0 -0.1 -0.1
Br 3.9623 -7.8366 3.4293 0.1 0.1 0.0
Br 6.0592 -6.6514 1.3363 0.0 0.0 0.1
H 6.3588 -7.2897 3.7065 0.0 0.0 0.0
C 3.4578 -2.5407 8.6165 0.0 -0.1 0.1
Cl 4.0291 -2.2190 6.9714 0.3 -0.4 0.3
Cl 1.8251 -1.9182 8.8659 0.0 0.0 0.0
H 3.4541 -3.6122 8.7799 -0.1 0.0 -0.1
H 4.1286 -2.0585 9.3180 0.0 0.1 -0.1
```
Positions in Å, forces in eV/Å.

Summary:
Total charge ... 0
LUMO energy ... -5.9 eV
2S+1 ... 1
Total energy ... -17417.657543 Eh
Highest occupied orbital energy ... -6.755 eV

***

C45H39IrN6O6PS as an isolated structure. Source: the Open Molecules 2025 dataset; level of theory: the ωB97M-V functional and the def2-TZVPD basis.

Structure (XYZ):
```
99
Properties=species:S:1:pos:R:3:forces:R:3
Ir -0.4351 -1.0491 -0.0203 0.3 -0.4 0.2
C -1.2335 -0.6918 4.4183 0.0 0.0 0.0
C -1.3833 -0.7678 3.0339 0.1 0.0 0.0
N -0.3525 -0.7055 2.2054 -0.1 0.1 0.1
C 0.8927 -0.5357 2.7079 0.0 0.0 -0.1
C 1.1346 -0.4518 4.0812 0.1 0.0 0.0
C 0.0274 -0.5401 4.9405 0.0 0.0 0.1
C 2.4848 -0.2989 4.5522 -0.1 0.0 0.0
C 3.5133 -0.2318 3.6841 0.0 0.0 0.0
C 3.2897 -0.3020 2.2663 0.0 0.0 0.0
C 4.3266 -0.2463 1.3183 0.0 0.0 0.0
C 4.0296 -0.3205 -0.0186 0.0 0.0 0.0
C 2.6944 -0.4458 -0.4157 0.0 0.0 0.0
N 1.7101 -0.5131 0.4651 0.1 0.1 0.0
C 1.9900 -0.4470 1.7835 -0.1 0.0 0.1
H -2.1035 -0.7577 5.0554 0.0 0.0 0.0
H -2.3597 -0.8790 2.5806 0.0 0.0 0.0
H 0.1776 -0.4875 6.0117 0.0 0.0 0.0
H 2.6566 -0.2512 5.6195 0.0 0.0 0.0
H 4.5300 -0.1283 4.0410 0.0 0.0 0.0
H 5.3516 -0.1484 1.6542 0.0 0.0 0.0
H 4.8029 -0.2830 -0.7726 0.0 0.0 0.0
H 2.4195 -0.4813 -1.4644 0.0 0.0 0.0
O 1.3426 0.1829 -3.2842 0.1 0.0 0.0
S 0.0784 0.7265 -2.8736 -0.1 -0.2 0.0
O -1.1080 0.2670 -3.5219 0.0 0.1 0.0
O -0.0557 0.6091 -1.3475 -0.1 0.4 -0.1
C 0.1800 2.4874 -3.0724 0.0 0.1 -0.1
C 0.0272 2.9492 -4.3740 0.0 0.0 0.0
C 0.1227 4.3052 -4.6391 0.0 0.0 0.0
C 0.3747 5.2054 -3.6117 0.0 0.0 0.0
C 0.5332 4.7478 -2.3156 0.0 0.0 0.0
C 0.4384 3.3814 -2.0352 0.0 0.0 0.0
P 0.6844 2.8611 -0.3374 0.1 -0.1 0.0
C 2.3413 3.1675 0.1751 0.0 0.1 0.0
C 3.3679 3.2410 -0.7773 0.0 0.0 0.0
C 4.6663 3.4746 -0.3622 0.0 0.0 0.0
C 4.9487 3.6172 0.9918 0.0 0.0 0.0
C 3.9369 3.5166 1.9424 0.0 0.0 0.0
C 2.6348 3.2834 1.5431 0.0 0.0 0.0
C -0.4929 3.5584 0.8086 0.0 0.0 0.1
C -0.3795 4.8841 1.2387 0.0 0.0 0.1
C -1.3165 5.3986 2.1180 0.0 0.0 0.0
C -2.3573 4.5981 2.5744 0.0 0.0 0.0
C -2.4650 3.2795 2.1584 0.0 0.0 0.0
C -1.5326 2.7552 1.2761 -0.1 0.0 0.0
H -0.1749 2.2446 -5.1701 0.0 0.0 0.0
H -0.0023 4.6617 -5.6525 0.0 0.0 0.0
H 0.4511 6.2638 -3.8194 0.0 0.0 0.0
H 0.7391 5.4558 -1.5243 0.0 0.0 0.0
H 3.1451 3.1366 -1.8324 0.0 0.0 0.0
H 5.4584 3.5569 -1.0940 0.0 0.0 0.0
H 5.9643 3.8145 1.3091 0.0 0.0 0.0
H 4.1659 3.6328 2.9932 0.0 0.0 0.0
H 1.8427 3.2183 2.2795 0.0 0.0 0.0
H 0.4398 5.5069 0.9046 0.0 0.0 0.0
H -1.2345 6.4245 2.4501 0.0 0.0 0.0
H -3.0873 5.0089 3.2589 0.0 0.0 0.0
H -3.2792 2.6621 2.5144 0.0 0.0 0.0
H -1.6267 1.7291 0.9402 0.0 0.0 0.0
C -1.8679 -5.7617 0.6527 0.0 0.0 0.0
C -1.5744 -5.7104 -0.8400 0.0 0.0 -0.1
C -0.2311 -5.0310 -1.2343 0.0 -0.1 0.1
C -0.0146 -5.1360 -2.7527 0.0 0.0 0.0
C 1.2495 -4.4335 -3.2284 0.0 0.0 0.0
C 0.8866 -5.7597 -0.4962 0.1 0.0 0.0
O 1.2500 -6.8606 -0.8068 -0.1 0.0 0.0
N 1.4479 -5.1117 0.6021 0.0 0.0 0.0
C 1.1900 -3.8292 1.0385 0.0 0.1 0.0
O 1.7116 -3.3608 2.0231 0.0 0.0 0.0
N 0.3006 -3.0975 0.2558 0.0 -0.2 -0.1
C -0.3038 -3.6015 -0.8178 -0.1 0.2 -0.1
O -0.9994 -2.7506 -1.4380 -0.1 -0.1 -0.1
H -2.8404 -6.2209 0.8261 0.0 0.0 0.0
H -1.8793 -4.7694 1.1151 0.0 0.0 0.0
H -1.1317 -6.3598 1.1907 0.0 0.0 0.0
H -2.3642 -5.1871 -1.3832 0.0 0.0 0.0
H -1.5271 -6.7233 -1.2422 0.0 0.0 0.0
H -0.8947 -4.7205 -3.2452 0.0 0.0 0.0
H 0.0296 -6.1988 -2.9895 0.0 0.0 0.0
H 1.2066 -3.3559 -3.0498 0.0 0.0 0.0
H 1.3829 -4.5753 -4.2995 0.0 0.0 0.0
H 2.1377 -4.8376 -2.7378 0.0 0.0 0.0
H 2.1350 -5.6325 1.1317 0.0 0.0 0.0
N -4.6439 -1.7534 -0.1538 0.0 0.1 0.0
C -3.3807 -1.8485 0.2776 0.0 -0.1 -0.1
N -2.6444 -0.8163 -0.0858 -0.1 0.1 0.0
C -3.4999 0.0239 -0.8129 0.1 0.1 0.1
C -3.2855 1.2663 -1.4089 -0.1 0.0 0.0
C -4.3563 1.8593 -2.0388 0.0 0.0 0.0
C -5.6215 1.2483 -2.0841 0.0 0.0 0.0
C -5.8521 0.0273 -1.4904 0.0 0.0 0.0
C -4.7639 -0.5615 -0.8541 -0.1 -0.1 0.0
H -5.3692 -2.4314 0.0123 0.0 0.0 0.0
H -3.0217 -2.7012 0.8347 0.0 0.0 0.0
H -2.3185 1.7402 -1.3941 0.1 0.0 0.0
H -4.2210 2.8176 -2.5214 0.0 0.0 0.0
H -6.4314 1.7491 -2.5962 0.0 0.0 0.0
H -6.8244 -0.4446 -1.5180 0.0 0.0 0.0
```
Positions in Å, forces in eV/Å.

Summary:
Total charge ... +2
LUMO energy (spin up / spin down) ... -5.5 / -7.4 eV
2S+1 ... 6
Total energy ... -3361.597860 Eh
Highest occupied orbital energy (spin up / spin down) ... -13.234 / -13.657 eV